This record from the Open Molecules 2025 dataset describes a structure of composition C12H30ClCuN2O8 at a distorted geometry. The level of theory is wB97M-V/def2-TZVPD.

Each line ends with the Löwdin charge.
Atoms and positions in Å:
1 Cu -0.2211 0.7810 0.3969  0.3960
2 Cl -0.3812 4.1984 2.5328  0.6261
3 O 0.3111 5.3890 2.0806  -0.3636
4 O 0.2174 3.0772 1.8451  -0.3955
5 O -0.2379 4.0552 3.9525  -0.3507
6 O -1.7713 4.2643 2.1621  -0.3796
7 C 2.1098 -0.4495 2.0937  -0.0723
8 O 2.0789 0.3714 0.9449  -0.2088
9 C 2.9045 -0.0213 -0.1168  -0.2144
10 C 2.6475 0.9478 -1.2501  -0.1445
11 N 1.2512 0.6920 -1.6725  -0.0689
12 C 0.6538 1.7580 -2.4623  -0.2009
13 C -0.8438 1.5380 -2.5394  -0.1655
14 O -1.3180 1.7671 -1.1990  -0.2601
15 C -2.1233 2.9370 -1.0753  -0.0527
16 H 1.6456 0.0800 2.9217  0.1043
17 H 3.0952 -0.8296 2.3740  0.0966
18 H 1.4871 -1.3276 1.8810  0.0614
19 H 2.6288 -1.0544 -0.3847  0.1133
20 H 3.9573 -0.1341 0.1695  0.1304
21 H 3.3482 0.8415 -2.0814  0.1244
22 H 2.6301 1.9763 -0.8913  0.1340
23 H 1.1991 -0.1146 -2.2882  0.1202
24 H 1.1738 1.8066 -3.4348  0.1258
25 H 0.8652 2.7675 -2.0979  0.1350
26 H -1.0428 0.4884 -2.7675  0.1194
27 H -1.3636 2.1704 -3.2555  0.1274
28 H -1.6575 3.8942 -1.3297  0.1060
29 H -2.4805 3.0722 -0.0566  0.0759
30 H -2.9461 2.7839 -1.7818  0.0937
31 C -2.8100 0.9823 2.4312  -0.0625
32 O -2.0877 0.0904 1.6031  -0.2266
33 C -2.8060 -0.9450 0.9655  -0.1925
34 C -2.0043 -1.3632 -0.2515  -0.2089
35 N -0.5779 -1.6579 -0.0312  -0.0239
36 C -0.5024 -3.1261 0.2813  -0.1581
37 C 0.9553 -3.6375 0.2266  -0.2154
38 O 1.3664 -3.3185 -1.0817  -0.2010
39 C 2.4613 -4.0871 -1.5172  -0.1073
40 H -3.5624 0.4635 3.0309  0.0943
41 H -3.3382 1.6953 1.7865  0.0895
42 H -2.1647 1.5903 3.0601  0.0897
43 H -3.7825 -0.5500 0.6692  0.1337
44 H -2.9297 -1.7694 1.6784  0.1266
45 H -2.0569 -0.4560 -0.8667  0.0999
46 H -2.5712 -2.0724 -0.8672  0.1272
47 H -0.1619 -1.6877 -0.9600  0.0900
48 H -1.0424 -3.6405 -0.5184  0.1157
49 H -1.0144 -3.3301 1.2209  0.1222
50 H 1.0191 -4.7011 0.4758  0.1222
51 H 1.5191 -3.1767 1.0458  0.1049
52 H 3.4306 -3.7626 -1.1333  0.0904
53 H 2.5510 -4.1153 -2.6064  0.0885
54 H 2.2922 -5.1509 -1.3118  0.0893

Cartesian forces, eV/Å:
0.435 0.044 0.216
0.737 1.399 -0.494
-0.433 -0.290 0.287
0.226 -1.359 -0.331
-0.145 -0.274 0.066
-0.532 -0.074 0.051
-0.633 -0.826 -0.205
0.119 0.832 0.671
0.204 -0.905 0.031
-1.144 -0.473 -0.069
-0.231 0.406 0.060
0.727 0.634 -1.266
0.566 -0.016 0.959
-0.103 0.291 -0.170
-0.757 0.222 -0.439
0.167 0.237 -0.058
0.233 0.418 -0.124
0.019 -0.011 0.171
-0.171 0.095 -0.462
0.044 0.636 0.191
0.181 0.009 0.084
0.420 -0.028 0.178
0.277 -0.280 0.360
-0.563 -0.195 -0.325
-0.166 -0.246 0.741
-0.127 -0.041 -0.145
0.056 0.112 -0.001
0.605 -0.322 -0.115
0.106 -0.417 0.063
-0.296 0.288 0.290
-0.998 0.491 -0.457
1.286 0.162 0.112
0.361 -0.118 0.695
-0.533 1.674 -0.943
-0.738 -1.693 -0.212
0.564 0.124 0.057
-1.471 0.582 0.891
0.652 -0.203 -0.063
0.260 -0.914 -0.706
0.175 -0.149 0.114
-0.108 -0.008 0.094
0.367 -0.364 -0.067
-0.084 -0.316 -0.186
-0.227 0.011 0.000
0.293 -0.013 -0.057
0.209 -0.570 0.370
0.136 0.693 0.069
-0.104 -0.272 0.089
0.251 -0.036 0.152
-0.234 -0.203 -0.555
0.401 0.407 -0.469
-0.102 0.056 0.338
-0.315 0.721 -0.012
0.140 0.072 0.530

For the orbital gap, the calculation gives 0.312 hartree. As for the net charge: 0. The energy above the lowest of the compared OMol25 structures with the same formula, charge and spin is 7.75 kcal per mole. The HOMO energy comes out at -8.37 eV. The spin multiplicity is 1. The value obtained for the molar mass is 429.38 g mol⁻¹. For the electronic energy, the calculation gives -89442.291 eV.

***

This record from the Open Molecules 2025 dataset describes a structure of composition C26H35Cl51IN2O2PSTa at a distorted geometry. The level of theory is wB97M-V/def2-TZVPD.

Each line ends with the Löwdin charge.
Atoms and positions in Å:
1 C -0.2801 -1.9655 3.7059  -0.1910
2 C 0.9777 -2.2252 4.0763  -0.3245
3 C 2.0638 -2.7343 3.1858  -0.4452
4 Ta 2.7762 -0.9582 1.9197  1.2981
5 C 4.3473 -2.1592 0.7359  -0.4044
6 C 5.6879 -1.3598 0.8406  -0.3616
7 C 6.2711 -0.9069 -0.5092  -0.2541
8 C 6.0165 0.5601 -0.9074  -0.4505
9 S 6.3275 1.7428 0.4275  0.9443
10 C 5.0842 2.9301 0.1366  -0.7883
11 N 5.0684 4.1671 0.5200  -0.0801
12 N 3.9012 4.7107 0.0217  0.0312
13 C 3.2906 3.7736 -0.5989  -0.1862
14 O 3.9797 2.6049 -0.5533  -0.0174
15 P 1.0051 -1.3194 0.0276  0.1409
16 O -0.3274 -0.3320 0.4041  -0.6316
17 I 0.1146 -3.6084 -0.0147  0.3223
18 H -0.5443 -1.9127 2.6585  -0.0320
19 H -1.0015 -1.7926 4.4576  -0.0396
20 H 1.2395 -2.0273 5.1125  0.0880
21 H 2.9004 -3.0058 3.8394  0.0185
22 H 1.8092 -3.6365 2.6301  -0.0064
23 H 3.3745 0.5424 1.0171  -0.1267
24 H 1.5774 0.1620 2.7706  -0.1363
25 H 3.9756 -0.5941 3.2920  -0.1105
26 H 4.0394 -2.3278 -0.2986  0.0136
27 H 4.4887 -3.1071 1.2572  -0.0076
28 H 6.4258 -2.0272 1.2924  0.0651
29 H 5.5553 -0.5462 1.5522  -0.0047
30 H 7.3316 -1.1517 -0.5869  0.0969
31 H 5.7807 -1.5040 -1.2805  0.1016
32 H 5.0218 0.6529 -1.3310  0.0807
33 H 6.7083 0.8029 -1.7112  0.0202
34 H 2.3615 3.7777 -1.1348  0.1281
35 H -1.1067 -0.9014 0.4128  -0.1150
36 C -3.8142 0.7342 3.8328  -1.4887
37 Cl -2.3037 -0.1859 3.7020  0.6280
38 Cl -3.5217 2.4662 3.5956  0.4977
39 Cl -5.0048 0.1460 2.6670  0.4881
40 H -4.2159 0.5982 4.8286  -0.0019
41 C -7.6235 -3.0094 5.2735  -1.5782
42 Cl -6.4313 -1.8094 5.7742  0.5358
43 Cl -9.2317 -2.5708 5.8615  0.5192
44 Cl -7.6275 -3.2011 3.5220  0.4784
45 H -7.3513 -3.9569 5.7151  -0.0671
46 C 3.1429 2.9811 4.2246  -1.5084
47 Cl 3.6017 3.9884 5.6140  0.4916
48 Cl 1.4025 3.0630 3.9539  0.4783
49 Cl 4.0245 3.4709 2.7778  0.6498
50 H 3.3993 1.9530 4.4526  -0.0045
51 C -0.5160 0.2134 -3.7552  -1.4980
52 Cl -1.9027 1.2806 -4.0296  0.5322
53 Cl -0.9093 -1.0654 -2.6265  0.5085
54 Cl 0.0432 -0.4893 -5.2789  0.5390
55 H 0.2886 0.8063 -3.3388  0.0226
56 C -2.6967 6.5200 3.6865  -1.5765
57 Cl -1.2209 5.5873 3.4949  0.5183
58 Cl -2.3784 8.2508 3.4754  0.5199
59 Cl -3.9226 5.9688 2.5421  0.5192
60 H -3.0743 6.3669 4.6856  -0.0634
61 C -0.6185 8.1369 -0.4427  -1.5486
62 Cl 0.7207 7.0243 -0.7080  0.5316
63 Cl -0.0853 9.8119 -0.6123  0.5220
64 Cl -1.9482 7.7904 -1.5518  0.5201
65 H -0.9804 7.9967 0.5660  -0.0168
66 C -4.4119 1.3173 -1.4532  -1.5446
67 Cl -4.4246 3.0430 -1.8362  0.5319
68 Cl -3.0380 0.9341 -0.4293  0.5661
69 Cl -5.9324 0.8191 -0.6929  0.5200
70 H -4.3064 0.7705 -2.3814  -0.0129
71 C -7.0032 4.7601 -4.2940  -1.5667
72 Cl -7.9968 6.0177 -3.5550  0.5207
73 Cl -7.9123 3.2647 -4.4881  0.5215
74 Cl -6.3520 5.3067 -5.8399  0.5168
75 H -6.1719 4.5538 -3.6325  -0.0361
76 C -2.3163 -2.7211 -7.2087  -1.5602
77 Cl -3.6795 -1.6490 -7.5337  0.5273
78 Cl -2.7302 -3.9116 -5.9789  0.5039
79 Cl -1.7827 -3.5279 -8.6862  0.5088
80 H -1.4975 -2.1207 -6.8357  -0.0534
81 C -0.6779 6.3522 -5.1288  -1.5633
82 Cl -2.0135 5.2681 -5.5154  0.5107
83 Cl 0.8687 5.6065 -5.5309  0.5239
84 Cl -0.8610 7.9020 -5.9527  0.5178
85 H -0.6961 6.5391 -4.0624  -0.0275
86 C 0.7895 -5.8566 -4.5443  -1.5655
87 Cl 0.4525 -4.1724 -4.9409  0.4997
88 Cl 2.2551 -5.9922 -3.5713  0.5263
89 Cl -0.5854 -6.5843 -3.7088  0.5113
90 H 0.9452 -6.3973 -5.4676  -0.0561
91 C 6.3851 -5.9233 0.9423  -1.5493
92 Cl 5.7779 -5.9820 2.5982  0.5259
93 Cl 5.0831 -5.5682 -0.1861  0.5436
94 Cl 7.6835 -4.7338 0.7972  0.5299
95 H 6.7921 -6.8946 0.6973  0.0045
96 C 0.0604 -8.2517 -8.2944  -1.5369
97 Cl 0.8338 -9.1727 -7.0009  0.5333
98 Cl -0.6484 -6.7691 -7.6607  0.5386
99 Cl 1.2138 -7.8956 -9.5819  0.5272
100 H -0.7340 -8.8558 -8.7109  0.0114
101 C -7.2563 -7.0359 4.4703  -1.5224
102 Cl -5.8679 -5.9467 4.4840  0.5535
103 Cl -8.6259 -6.3470 5.3516  0.5450
104 Cl -7.7201 -7.4299 2.8161  0.5343
105 H -6.9689 -7.9518 4.9679  0.0097
106 C -1.7193 4.2091 7.6764  -1.5301
107 Cl -2.9150 2.9820 7.2572  0.5247
108 Cl -0.1118 3.7240 7.1604  0.5363
109 Cl -2.1543 5.7706 6.9642  0.5515
110 H -1.7151 4.3230 8.7518  0.0091
111 C 9.6121 3.3240 -2.0882  -1.5432
112 Cl 8.2588 4.0899 -1.2654  0.5506
113 Cl 9.2706 1.6369 -2.4775  0.5413
114 Cl 10.0464 4.2158 -3.5533  0.5093
115 H 10.4637 3.3432 -1.4220  0.0094
116 C -4.3073 -3.0305 0.1846  -1.5179
117 Cl -3.0454 -2.4969 1.2844  0.5023
118 Cl -3.7983 -4.4528 -0.7316  0.5170
119 Cl -5.7920 -3.3621 1.0851  0.4889
120 H -4.5082 -2.2305 -0.5170  -0.0015

Cartesian forces, eV/Å:
1.235 -0.607 -0.161
-0.152 -0.298 -0.541
0.607 0.664 0.656
1.065 -1.612 0.998
-0.411 1.262 0.094
-0.117 -0.805 -0.166
-0.529 0.232 0.247
0.273 -0.547 -0.535
-0.350 0.198 0.239
0.143 -0.138 -0.235
0.804 0.005 -0.560
-0.536 0.414 -0.154
0.522 -0.278 0.298
-0.210 -0.126 -0.492
-0.017 0.871 0.055
0.094 -0.785 -0.142
0.204 -0.031 -0.051
-0.185 -0.388 -0.035
-0.405 0.135 0.525
0.016 -0.251 0.098
0.158 -0.040 -0.161
-0.286 0.144 -0.206
0.010 0.017 -0.045
0.106 0.383 -0.645
-0.475 0.125 0.128
0.251 -0.291 -0.053
-0.363 -0.172 -0.095
0.016 0.036 0.125
0.357 0.290 -0.164
0.116 0.213 0.194
0.113 -0.025 -0.125
-0.216 0.223 0.450
0.012 0.148 -0.079
-0.131 0.093 0.019
-0.244 0.182 0.055
0.334 -0.008 -0.272
-0.998 0.959 0.094
-0.035 -0.063 -0.011
-0.096 0.032 0.137
-0.008 -0.017 -0.007
-0.042 0.166 -0.107
0.028 -0.028 0.008
-0.003 -0.048 0.020
-0.272 0.150 0.293
0.007 -0.022 0.012
-0.017 -0.062 -0.255
0.008 -0.023 0.052
-0.028 0.023 0.031
-0.347 -0.121 1.000
-0.038 -0.027 -0.027
-0.193 -0.217 0.225
0.063 0.055 -0.057
-0.214 -0.076 -0.277
0.133 0.106 -0.187
0.021 0.008 -0.027
0.109 -0.081 -0.316
0.045 0.017 0.033
-0.014 0.003 0.022
-0.063 0.039 0.012
-0.047 -0.002 0.013
0.158 -0.069 -0.078
0.005 0.025 0.037
-0.037 -0.016 0.025
-0.091 -0.010 -0.052
-0.039 -0.002 0.077
0.088 -0.138 0.171
-0.064 0.088 -0.042
-0.028 0.056 -0.034
0.020 0.031 -0.132
-0.016 0.024 -0.025
0.031 0.015 -0.002
0.012 -0.028 0.008
-0.031 -0.036 0.007
0.029 -0.004 0.006
0.004 0.015 0.010
-0.085 -0.108 0.042
0.038 0.023 0.006
-0.194 0.029 -0.014
0.035 0.057 -0.056
-0.002 0.014 0.015
0.022 -0.010 0.040
-0.047 0.001 0.012
0.006 0.003 0.022
-0.015 -0.003 0.008
0.012 0.003 0.013
0.032 0.080 0.120
0.212 0.006 0.057
-0.009 -0.014 -0.019
-0.015 -0.017 -0.039
-0.002 -0.014 0.005
-0.089 0.095 0.002
0.012 -0.010 -0.006
0.003 -0.095 -0.055
0.029 -0.026 -0.014
0.021 -0.005 0.013
0.068 0.062 0.078
-0.013 -0.010 0.001
-0.064 0.005 -0.064
-0.022 -0.019 -0.014
0.000 -0.015 0.000
0.061 0.049 -0.120
0.035 -0.163 0.080
0.007 -0.021 0.037
0.001 -0.005 0.016
-0.005 -0.007 0.009
0.149 -0.150 -0.123
-0.035 0.018 0.056
-0.041 0.030 0.003
-0.014 0.070 0.250
-0.043 0.045 0.005
-0.118 0.163 0.057
0.116 0.007 -0.122
0.005 -0.034 0.020
0.046 0.002 -0.009
0.024 -0.008 -0.016
0.083 0.019 0.010
-0.180 -0.041 0.058
-0.020 0.037 -0.027
0.167 -0.005 -0.259
-0.024 0.006 -0.004

For the orbital gap, the calculation gives 0.226 hartree. As for the net charge: -1. The HOMO energy comes out at -4.61 eV. The spin multiplicity is 1. The value obtained for the molar mass is 2586.57 g mol⁻¹. For the electronic energy, the calculation gives -703019.126 eV.

***

This record from the Open Molecules 2025 dataset describes a structure of composition C9H18AsF7O9Rb at a distorted geometry. The level of theory is wB97M-V/def2-TZVPD.

Each line ends with the Löwdin charge.
Atoms and positions in Å:
1 Rb 0.0665 -0.7778 -0.4947  0.9615
2 As 0.3643 0.8316 3.8288  0.6861
3 F 0.1325 0.3521 2.1717  -0.3222
4 F -1.3642 0.8113 4.0153  -0.2652
5 F 0.5709 1.3867 5.4552  -0.2607
6 F 2.0649 0.8625 3.5841  -0.2365
7 F 0.2498 2.5001 3.3184  -0.2720
8 F 0.4172 -0.8034 4.3495  -0.2302
9 F 1.8471 -2.5839 0.8940  -0.7977
10 C -0.6197 1.8842 -4.7115  -0.0216
11 O -1.0179 0.6250 -5.2548  0.0155
12 C -0.7236 -0.4443 -4.5219  -0.6141
13 O -0.2489 -0.4356 -3.4143  0.0286
14 O -1.0048 -1.5319 -5.2226  0.0162
15 C -0.8591 -2.7760 -4.5403  -0.0222
16 H 0.4014 2.0866 -5.0264  0.1021
17 H -0.7033 1.8695 -3.6269  0.0936
18 H -1.2864 2.6597 -5.0761  0.0933
19 H -0.8589 -3.5282 -5.3246  0.0948
20 H -1.6603 -2.9860 -3.8357  0.1030
21 H 0.1062 -2.8060 -4.0355  0.1015
22 C 4.6647 0.6224 0.0677  -0.0337
23 O 4.1559 1.8563 0.5303  0.0209
24 C 2.9021 2.1089 0.2130  -0.6152
25 O 2.1551 1.3055 -0.2801  0.0282
26 O 2.6152 3.3508 0.5933  0.0260
27 C 1.2728 3.7805 0.4340  -0.0349
28 H 4.6600 0.5965 -1.0264  0.0966
29 H 4.0053 -0.1872 0.3967  0.1040
30 H 5.6677 0.4710 0.4420  0.0910
31 H 0.6766 3.0518 -0.1018  0.0864
32 H 1.2497 4.7665 -0.0309  0.0884
33 H 0.8376 3.9077 1.4249  0.0834
34 C -4.4858 -0.6251 2.1342  -0.0565
35 O -3.8501 -1.8173 2.5395  0.0132
36 C -2.6592 -2.0326 1.9836  -0.6308
37 O -2.2678 -1.5097 0.9617  -0.0116
38 O -1.9727 -2.8830 2.6964  0.0299
39 C -0.6429 -3.1799 2.2217  -0.0436
40 H -5.3936 -0.5063 2.7095  0.0896
41 H -4.7750 -0.6736 1.0712  0.0909
42 H -3.8021 0.2244 2.1537  0.1003
43 H -0.1894 -3.8830 2.9107  0.0974
44 H -0.0169 -2.2923 2.1845  0.0409
45 H -0.6808 -3.6484 1.2390  0.0856

Cartesian forces, eV/Å:
0.699 -0.320 0.733
-0.262 0.464 0.185
-0.019 -0.173 -0.425
-0.299 0.027 0.095
-0.046 -0.023 0.206
0.334 0.023 -0.111
0.052 0.162 -0.161
0.074 -0.342 0.000
-0.423 0.280 -0.576
0.030 0.122 0.406
-0.255 -0.034 -0.244
0.282 0.019 0.112
-0.093 0.067 0.152
-0.534 0.093 -0.212
0.677 -0.408 -0.146
0.048 0.092 0.137
0.221 -0.043 -0.001
-0.082 -0.198 -0.327
-0.101 0.003 0.010
-0.095 0.299 0.022
-0.116 -0.017 0.122
-0.745 -1.158 -0.454
0.739 0.864 0.115
-0.144 -0.299 0.752
-0.465 0.096 -0.633
0.272 0.052 -0.315
-0.655 0.347 0.681
0.135 0.111 0.060
0.210 -0.026 0.090
0.077 0.297 0.200
0.049 -0.019 -0.207
0.265 -0.175 -0.324
0.042 -0.235 0.069
-0.126 0.401 -1.630
-0.032 -0.184 0.524
0.765 0.065 -0.180
-0.359 0.224 -0.247
-0.342 -0.409 0.448
0.520 -0.004 -0.321
0.144 0.081 0.387
-0.046 -0.276 0.229
-0.074 0.014 0.637
-0.228 0.036 0.213
-0.036 -0.037 -0.044
-0.061 0.141 -0.025

For the orbital gap, the calculation gives 0.249 hartree. As for the net charge: -1. The energy above the lowest of the compared OMol25 structures with the same formula, charge and spin is 6.03 kcal per mole. The HOMO energy comes out at -5.03 eV. The spin multiplicity is 1. The value obtained for the molar mass is 563.61 g mol⁻¹. For the electronic energy, the calculation gives -108576.051 eV.